#1
{
  "formula": "C6H9P",
  "method": "the ωB97M-V functional and the def2-TZVPD basis",
  "symbols": ["C", "C", "C", "C", "C", "C", "P", "H", "H", "H", "H", "H", "H", "H", "H", "H"],
  "coordinates": [[-0.062, 0.361, -0.337], [1.218, -1.091, 1.094], [1.201, -0.062, 0.249], [-1.240, -0.348, -0.245], [2.243, 1.012, 0.196], [-2.529, 0.154, -0.745], [-1.408, -1.869, 0.905], [0.179, 1.351, -0.872], [1.956, -1.642, 1.625], [-0.488, -2.892, 0.525], [1.747, 1.990, -0.274], [3.096, 0.717, -0.384], [2.651, 1.288, 1.104], [-2.328, 0.809, -1.603], [-3.041, 0.801, -0.094], [-3.194, -0.580, -1.146]],
  "lumo_energy_ev": [-0.752, -0.341],
  "homo_lumo_gap_ev": [7.77, 7.83],
  "homo_ev": [-8.5, -8.2]
}

#2
{
  "formula": "C6H9P",
  "method": "the ωB97M-V functional and the def2-TZVPD basis",
  "symbols": ["C", "C", "P", "C", "C", "C", "C", "H", "H", "H", "H", "H", "H", "H", "H", "H"],
  "coordinates": [[0.818, 1.717, -0.308], [0.199, 0.295, -0.163], [1.960, -0.971, 0.011], [-0.525, -0.278, -1.266], [-1.542, -0.949, -0.682], [-1.522, -0.785, 0.731], [-0.533, 0.023, 1.051], [-0.088, 2.466, -0.543], [1.528, 1.881, -1.247], [1.425, 1.871, 0.620], [1.241, -2.030, 0.410], [2.079, -0.635, 1.336], [-0.119, -0.109, -2.214], [-2.315, -1.629, -1.241], [-2.242, -1.202, 1.507], [-0.363, 0.335, 1.999]],
  "lumo_energy_ev": 0.234,
  "homo_lumo_gap_ev": 8.73,
  "smiles": "CC1(P)C=CC=C1",
  "homo_ev": -8.5
}

#3
{
  "formula": "C6H9P",
  "method": "the ωB97M-V functional and the def2-TZVPD basis",
  "symbols": ["C", "C", "C", "C", "P", "C", "C", "H", "H", "H", "H", "H", "H", "H", "H", "H"],
  "coordinates": [[0.660, 0.964, -0.567], [0.860, -0.390, -0.076], [2.247, -0.910, -0.064], [-0.163, -1.233, 0.102], [-1.965, -0.816, -0.211], [-1.699, 0.864, -0.550], [-2.113, 0.670, 0.862], [0.357, 1.740, 0.207], [1.023, 1.397, -1.487], [2.308, -1.899, 0.596], [2.930, -0.195, 0.367], [2.470, -1.165, -1.218], [0.043, -2.276, 0.410], [-2.111, 1.619, -1.238], [-1.657, 0.830, 1.873], [-3.189, 0.799, 0.996]],
  "lumo_energy_ev": 0.315,
  "homo_lumo_gap_ev": 8.39,
  "smiles": "C=C(C)C=P1=CC1",
  "homo_ev": -8.1
}

Stability summary: most stable #2, least stable #1.